Here is a molecular structure, CH10NaO16S2 in a non-equilibrium geometry from OMol25. Energies are from the ωB97M-V functional and the def2-TZVPD basis.

The geometry in ORCA input format:
```
! RIJCOSX wB97M-V def2-TZVPD def2/J DEFGRID3
* xyz -4 2
Na -1.87 -10.20 -0.95
C -2.85 -7.39 0.65
O -3.61 -6.68 0.00
O -1.83 -7.91 0.22
O -3.05 -7.49 1.84
S -1.53 -9.72 -4.08
O -0.88 -8.83 -5.04
O -0.67 -10.88 -3.76
O -1.79 -8.94 -2.87
O -2.79 -10.18 -4.65
S -4.63 -10.84 0.89
O -4.16 -10.62 -0.47
O -3.54 -11.15 1.77
O -5.36 -9.75 1.46
O -5.53 -11.95 0.84
O -1.14 -10.30 1.65
H -0.75 -10.69 2.44
H -2.05 -10.60 1.66
O -1.78 -12.52 -1.94
H -2.39 -13.22 -2.16
H -1.40 -12.25 -2.77
O 0.91 -8.55 1.01
H 1.68 -9.09 1.18
H 0.38 -9.06 0.39
O -4.67 -9.62 -2.79
H -3.99 -9.88 -3.42
H -4.31 -9.86 -1.94
O 0.67 -10.18 -1.28
H 0.15 -10.55 -1.99
H 1.49 -10.68 -1.29
*
```

Computed properties:
HOMO energy (spin up / spin down): 4.665 / 4.669 eV
HOMO-LUMO gap (spin up / spin down): 2.71 / 2.71 eV

---

Here is a molecular structure, C34H39ClHfN4O2P2 in a non-equilibrium geometry from OMol25. Energies are from the ωB97M-V functional and the def2-TZVPD basis.

The geometry in ORCA input format:
```
! RIJCOSX wB97M-V def2-TZVPD def2/J DEFGRID3
* xyz 2 1
Hf -0.43 -0.18 -0.07
C -3.97 4.43 -5.42
C -2.63 4.42 -5.46
C -1.81 5.66 -5.31
C -2.29 6.66 -4.24
C -2.76 6.04 -2.93
C -4.03 5.73 -2.70
C -5.12 6.01 -3.72
C -4.81 5.65 -5.21
C -0.76 -0.32 2.09
H -4.56 3.52 -5.59
H -2.09 3.52 -5.77
H -1.78 6.18 -6.29
H -0.76 5.40 -5.10
H -1.46 7.35 -4.02
H -3.09 7.28 -4.67
H -1.98 5.91 -2.18
H -4.38 5.37 -1.73
H -5.40 7.08 -3.68
H -6.04 5.46 -3.46
H -5.78 5.48 -5.71
H -4.38 6.53 -5.72
H -1.23 -1.31 2.25
H -1.39 0.43 2.58
H 0.20 -0.36 2.66
P -0.15 2.36 0.32
P 0.37 0.85 -2.32
N -1.63 3.11 0.99
N 1.14 3.02 1.42
N -1.14 0.84 -3.22
N 1.36 0.12 -3.60
C 0.07 3.39 -1.18
C 0.80 2.63 -2.32
C -2.82 2.41 1.24
C -3.70 3.27 1.90
C -3.06 4.55 2.00
C -1.79 4.42 1.45
C 1.31 2.69 2.77
C 2.42 3.36 3.28
C 2.97 4.15 2.20
C 2.17 3.91 1.08
C -2.20 0.03 -2.78
C -3.32 0.38 -3.53
C -2.95 1.41 -4.44
C -1.61 1.70 -4.21
C 1.35 0.23 -5.00
C 2.43 -0.50 -5.51
C 3.12 -1.07 -4.38
C 2.46 -0.66 -3.23
H 0.63 4.29 -0.91
H -0.94 3.71 -1.51
H 0.59 3.08 -3.31
H 1.90 2.64 -2.16
H -2.96 1.39 0.90
H -4.68 3.01 2.28
H -3.50 5.45 2.41
H -0.99 5.14 1.35
H 0.65 1.97 3.24
H 2.83 3.28 4.28
H 3.87 4.75 2.24
H 2.29 4.26 0.07
H -2.06 -0.75 -2.03
H -4.30 -0.05 -3.42
H -3.59 1.90 -5.15
H -0.96 2.46 -4.63
H 0.58 0.78 -5.52
H 2.70 -0.62 -6.55
H 4.02 -1.68 -4.42
H 2.65 -0.86 -2.19
Cl 3.15 -7.36 2.63
C 2.65 -5.90 1.89
C 3.44 -4.73 2.04
C 2.95 -3.52 1.51
C 1.70 -3.52 0.86
C 0.98 -4.69 0.65
C 1.45 -5.90 1.15
C 1.05 -2.30 0.37
O 1.47 -1.12 0.69
O -0.05 -2.34 -0.37
H 4.40 -4.81 2.55
H 3.53 -2.60 1.56
H 0.06 -4.62 0.08
H 0.89 -6.82 0.98
*
```

Computed properties:
HOMO energy: -13.179 eV
HOMO-LUMO gap: 4.65 eV

---

Here is C15H18N2O4 in the gas phase from OMol25. Energies are from the ωB97M-V functional and the def2-TZVPD basis.

The geometry in ORCA input format:
```
! RIJCOSX wB97M-V def2-TZVPD def2/J DEFGRID3
* xyz 0 1
C -1.96 -0.19 -6.51
C -1.15 -0.15 -5.23
O -0.12 -0.77 -5.08
N -1.71 0.66 -4.29
C -1.27 0.97 -3.00
C -0.08 0.46 -2.47
C 0.30 0.80 -1.19
C -0.49 1.64 -0.41
C -0.13 2.03 0.97
O -0.75 2.80 1.64
O 1.00 1.41 1.38
C 1.44 1.67 2.70
C 0.95 0.66 3.76
O 0.63 1.04 4.86
N 0.94 -0.64 3.41
C 1.45 -1.23 2.19
C 1.45 -2.74 2.45
C 1.48 -2.84 3.98
C 0.61 -1.66 4.39
C -1.68 2.15 -0.95
C -2.06 1.81 -2.23
H -1.47 -0.86 -7.22
H -2.03 0.80 -6.94
H -2.96 -0.56 -6.31
H -2.58 1.12 -4.55
H 0.53 -0.19 -3.07
H 1.22 0.41 -0.79
H 1.09 2.66 3.02
H 2.53 1.65 2.68
H 2.47 -0.86 1.99
H 0.82 -0.98 1.33
H 0.53 -3.18 2.08
H 2.29 -3.24 1.98
H 2.50 -2.70 4.35
H 1.10 -3.78 4.35
H -0.45 -1.91 4.32
H 0.82 -1.27 5.39
H -2.28 2.80 -0.34
H -2.98 2.21 -2.63
*
```

Computed properties:
structure (SMILES): CC(=O)Nc1ccc(C(=O)OCC(=O)N2CCCC2)cc1
HOMO energy: -8.903 eV
HOMO-LUMO gap: 9.35 eV

---

Here is C5H8N2 in the gas phase in a non-equilibrium geometry from OMol25. Energies are from the ωB97M-V functional and the def2-TZVPD basis.

The geometry in ORCA input format:
```
! RIJCOSX wB97M-V def2-TZVPD def2/J DEFGRID3
* xyz 0 1
C 0.19 -0.98 1.69
C -0.09 0.13 0.72
C 0.86 0.49 -0.38
C 1.99 -0.33 -0.73
N 2.84 -1.00 -1.14
N -0.42 -0.15 -0.65
C -1.44 0.62 -1.33
H 0.75 -1.78 1.19
H 0.80 -0.59 2.51
H -0.73 -1.40 2.10
H -0.58 1.02 1.14
H 1.00 1.55 -0.58
H -1.53 1.66 -0.98
H -2.41 0.13 -1.17
H -1.24 0.62 -2.40
*
```

Computed properties:
structure (SMILES): C[C@H]1[C@@H](C#N)N1C
HOMO energy: -9.902 eV
HOMO-LUMO gap: 10.80 eV

---

Q: Which formula does entry 3 have?
A: C15H18N2O4